(1)
The following is a DFT calculation (ωB97M-V with the def2-TZVPD basis set) of a 3-piece molecular cluster, H7O3 overall in a non-equilibrium geometry.

The geometry in XYZ format:
```
10
Properties=species:S:1:pos:R:3:forces:R:3:mulliken_charge:R:1
O 0.04038 -0.83714 1.87074 0.338 -0.128 0.069 -1.44
H 0.64043 -1.18791 2.56038 -0.676 0.077 -0.223 0.45
H -0.89734 -1.00800 2.08160 0.499 -0.023 0.142 0.52
O -0.71545 0.12305 -1.88864 1.116 0.744 2.361 -1.37
H -1.11362 -0.70385 -1.74351 -0.916 -2.106 0.675 0.46
H -0.90718 0.32240 -2.75873 -0.383 1.153 -3.160 0.48
O 0.79127 0.85811 0.01800 -1.612 -1.975 -2.104 -0.92
H 0.24286 0.54726 -0.81804 0.489 0.738 0.388 0.63
H 1.22206 1.71906 -0.03986 0.989 1.483 0.481 0.57
H 0.69659 0.16702 0.71806 0.158 0.038 1.372 0.63
```
Positions in Å, forces in eV/Å.

Results
Orbital gap (spin up / spin down) in eV: 3.76 / 12.99
Calculated total energy in Ha: -229.7596
Spin multiplicity: 2
Relative energy (zero: lowest compared OMol25 entry of this formula, charge and spin) in kcal/mol: 11.4

=====

(2)
The following is a DFT calculation (ωB97M-V with the def2-TZVPD basis set) of a 40-piece molecular cluster, H80O40 overall in a non-equilibrium geometry.

The geometry in XYZ format:
```
120
Properties=species:S:1:pos:R:3:forces:R:3:mulliken_charge:R:1
H -1.16630 -2.00379 6.34674 1.410 -0.917 0.500 0.28
H -1.47417 -1.18913 5.07621 0.004 -0.191 1.191 0.37
O -1.81864 -1.47918 5.94479 -2.321 0.962 -0.931 -0.66
H 2.28057 2.88529 -1.48626 -0.250 0.553 0.011 0.29
H 1.53180 1.61990 -1.62696 -0.701 1.276 -0.048 0.42
O 1.34644 2.61134 -1.43233 1.806 -1.123 -0.158 -0.92
H -2.57109 2.47948 1.46090 1.445 -2.559 0.145 0.28
H -1.08900 2.00331 1.60575 0.049 -0.125 -0.242 -0.03
O -1.98193 1.62995 1.64505 -1.869 2.537 -0.397 -0.10
H -5.52026 -1.82393 3.76267 -0.738 -0.249 0.546 0.23
H -4.25739 -1.02714 4.21077 -0.326 0.006 -0.086 0.32
O -4.67812 -1.50644 3.48291 1.168 0.024 -0.741 -0.54
H -1.12034 4.00552 -1.55334 -0.360 0.258 0.628 0.32
H -0.67027 4.49522 -0.16971 -1.312 -0.278 -0.894 0.19
O -1.46687 4.49174 -0.77138 1.546 -0.175 0.114 -0.69
H 0.23780 -6.27923 -2.71677 -4.590 -2.681 1.065 0.28
O 0.98763 -5.83551 -2.84770 4.775 2.703 -2.159 -0.61
H -1.76979 -2.22760 2.12609 0.735 -0.230 -0.125 0.06
O -0.80372 -2.25144 2.23478 -0.369 -0.323 1.465 -0.26
H 0.92515 -1.54374 -0.60630 -2.088 -3.165 -0.218 -0.21
H -0.19815 -2.34697 -1.36756 0.033 -0.179 -0.331 -0.04
O 0.48414 -2.50601 -0.70703 1.059 3.327 -0.405 0.89
H -5.79818 0.74792 -0.17596 -0.225 0.231 -2.963 0.31
H -6.24431 0.37244 -1.71914 -0.312 -0.815 0.461 0.28
O -5.78358 1.00138 -1.17276 0.570 0.851 2.632 -0.63
H -4.22298 -4.86146 -0.18737 0.207 0.128 -0.544 0.30
H -4.63346 -4.16058 -1.55849 2.514 -2.035 1.614 0.32
O -3.91894 -4.81350 -1.11244 -2.618 2.052 -1.103 -0.64
H -4.62278 2.79707 -0.14943 0.581 -0.411 1.145 0.26
H -5.13519 3.19892 1.16447 -2.149 1.604 1.635 0.22
O -4.44306 2.70619 0.82532 1.502 -1.213 -2.740 -0.45
H -4.52093 -1.27677 -2.12353 -0.523 -0.383 -0.093 0.38
O -5.18625 -1.76899 -1.59347 1.370 0.566 0.687 -0.71
H 4.86375 -0.34499 -2.37753 2.581 0.246 2.415 0.28
H 4.59187 -1.11487 -3.59304 -0.570 0.548 0.383 0.25
O 4.19943 -0.45400 -2.98593 -2.258 -0.538 -3.049 -0.49
H 2.83553 0.58972 2.80721 -0.367 0.157 0.321 0.27
H 2.20899 1.55375 3.88098 0.171 0.482 0.722 0.24
O 2.13556 1.27466 2.97874 0.160 -0.710 -1.211 -0.55
H -0.17259 3.18589 5.47573 0.508 0.553 -0.788 0.33
H 0.18027 1.94306 4.86504 -0.067 -1.499 -0.425 0.25
O 0.42739 2.85000 4.77258 -0.004 0.506 1.021 -0.61
H 4.71538 3.79292 -1.27877 -0.144 0.363 0.938 0.27
H 5.03987 3.29290 -2.59095 -0.633 -1.051 0.838 0.28
O 4.74273 2.94109 -1.70746 0.759 0.433 -1.130 -0.54
H 0.45655 4.85496 2.50689 0.308 -0.520 0.312 0.14
H -0.27095 5.96969 1.85834 0.876 0.167 1.723 0.42
O 0.25750 5.77230 2.69709 -1.583 0.372 -1.929 -0.73
H 2.87372 -3.54999 -0.06415 0.016 0.184 0.135 0.11
H 3.93335 -4.45234 0.52497 -0.013 0.195 -0.324 0.28
O 3.73215 -3.93412 -0.27103 0.084 -0.172 0.258 -0.58
H 1.47801 -0.10628 1.36358 0.026 0.042 -0.066 -0.17
O 1.38674 -0.70410 0.60498 1.578 1.140 -0.348 0.38
H 4.50291 -0.41808 1.67412 -1.499 -1.263 1.420 0.49
H 3.33063 -1.35826 1.59682 -0.412 -0.359 0.510 0.14
O 3.76593 -0.80503 2.25674 1.131 0.254 -0.300 -0.77
H 0.07903 -1.40354 3.78430 0.031 0.156 -0.325 0.34
O 0.04051 -0.71629 4.46543 -0.256 -0.276 -0.252 -0.59
H 1.02952 -0.18823 -3.05463 -0.242 1.455 2.427 0.25
H 0.18648 0.75776 -2.12403 0.972 -0.119 -0.598 -0.17
O 1.00729 0.23581 -2.09360 0.219 -1.266 -1.177 0.07
H -1.92889 0.85151 -0.46705 -0.347 -1.684 -1.446 0.33
H -1.05435 0.46317 -1.66793 -2.416 -0.950 0.739 -0.26
O -1.92792 0.18438 -1.25867 1.643 2.067 1.643 0.03
H 0.73441 2.84885 1.79267 -0.761 0.168 -0.911 -0.03
H 0.87456 2.54493 0.35897 0.610 -0.424 -1.775 0.11
O 0.25812 2.99396 0.91720 0.683 0.451 3.417 0.49
H -1.37104 2.39566 -3.96318 0.445 0.059 -1.565 0.24
H -2.57671 2.79598 -3.10081 2.762 -1.457 0.191 0.28
O -1.65763 2.30201 -3.07126 -3.081 1.654 1.252 -0.47
H 3.41242 2.88426 -4.10898 -0.882 -1.533 -0.196 0.33
H 2.66335 4.21170 -3.67574 -1.765 0.145 0.338 0.27
O 3.45987 3.79138 -3.90116 2.471 1.458 -0.528 -0.60
H 2.12300 4.53308 1.36695 1.147 0.747 2.068 0.33
H 2.48470 5.15872 2.89665 -0.074 -0.709 -1.804 0.31
O 2.80066 4.63325 2.11052 -0.736 -0.092 -0.481 -0.63
H 0.31434 -6.43383 2.29793 0.229 -0.328 -0.130 0.31
H -0.67599 -5.36361 2.03609 -0.672 0.666 -0.893 0.27
O -0.13827 -5.71026 2.72675 0.616 -0.211 1.005 -0.61
H 6.12783 -1.37292 -0.41993 -0.307 -0.829 -0.889 0.30
H 5.68616 -2.59395 -1.38877 0.062 0.607 0.631 0.29
O 5.88354 -1.64131 -1.33438 0.499 0.106 0.646 -0.65
H -4.35930 0.88969 2.59511 -0.883 -1.076 -0.839 0.28
H -3.49487 1.78608 3.22333 -1.823 -1.384 1.699 0.37
O -4.28991 1.17354 3.49661 2.770 2.551 -0.621 -0.68
H 1.07602 -4.09621 -0.33624 -1.477 -1.542 0.102 0.27
H -0.34510 -4.53389 -0.56368 0.212 -0.322 0.104 0.30
O 0.50281 -4.92594 -0.30443 0.902 0.643 0.330 -0.82
H -1.15267 4.79734 3.96556 -0.107 0.968 0.821 0.47
O -1.74989 4.17590 4.41620 0.055 0.745 -0.882 -0.73
H -2.37011 -1.64725 -0.01199 -0.524 0.756 1.023 0.23
H -3.27506 -1.62953 1.37814 -0.652 2.301 1.978 0.19
O -2.99167 -2.05519 0.61942 0.322 -2.558 -3.128 -0.56
H 2.09380 -0.47039 -0.05692 -0.791 0.272 1.220 -0.02
H 1.41042 -5.70604 -2.00588 -0.196 0.019 0.725 0.34
H 0.85033 -0.23951 4.42667 1.063 0.412 -0.292 0.23
H -0.42671 -2.06020 1.38960 0.383 0.157 -1.142 0.10
H -4.73959 -1.65615 -0.71254 -0.640 -0.533 -0.716 0.35
H -1.59789 3.52370 3.73277 -0.543 -1.302 0.122 0.26
O 1.88797 -3.17149 2.60898 -1.133 -2.128 -0.036 -0.51
H 1.89513 -4.15788 2.61206 1.365 0.398 -0.018 0.32
H 0.91946 -3.28313 2.70281 -0.303 1.537 -0.088 0.21
O -0.46245 3.46597 -5.35303 1.451 -0.116 0.218 -0.65
H 0.12220 3.34565 -6.13289 -0.662 0.024 0.630 0.32
H 0.17117 3.43754 -4.59609 -0.661 0.123 -0.802 0.30
O 2.19474 -2.24076 -3.45937 0.758 -1.874 2.381 -0.64
H 1.79789 -3.15659 -3.40324 0.311 1.334 -0.091 0.36
H 2.70891 -2.24152 -2.57811 -0.920 0.482 -2.132 0.21
O -3.77740 0.37202 -3.57689 0.219 -1.516 -1.970 -0.62
H -3.44974 0.86785 -2.86026 0.370 0.823 1.665 0.31
H -4.72340 0.38482 -3.62538 -0.586 0.374 0.266 0.24
O 0.02464 -0.15843 -4.33129 -0.374 1.284 -0.435 -0.66
H -0.92053 -0.29143 -4.16394 0.228 -0.108 -0.090 0.29
H 0.42277 -1.02751 -4.36189 -0.328 -0.970 -0.600 0.34
O 4.93183 0.41556 0.56139 0.648 1.437 -1.839 -0.55
H 4.72597 0.75462 -0.32028 0.355 -0.487 -0.594 0.15
H 4.60807 1.17404 1.03694 -0.003 0.744 0.964 0.32
O 0.01476 -2.68495 -4.70825 -1.394 -0.037 0.409 -0.55
H 0.74781 -3.11176 -5.09148 1.609 -0.802 -0.734 0.27
H -0.72796 -3.10415 -5.13833 -0.540 -0.048 -0.084 0.21
```
Positions in Å, forces in eV/Å.

Results
Orbital gap in eV: 9.67
Calculated total energy in Ha: -3057.4221
Relative energy (zero: lowest compared OMol25 entry of this formula, charge and spin) in kcal/mol: 210.3

=====

(3)
The following is a DFT calculation (ωB97M-V with the def2-TZVPD basis set) of a 40-piece molecular cluster, H80O40 overall in a non-equilibrium geometry.

The geometry in XYZ format:
```
120
Properties=species:S:1:pos:R:3:forces:R:3:mulliken_charge:R:1
H -7.02909 0.29039 0.19966 0.076 -0.224 0.627 0.27
H -6.83520 -0.12002 -1.16948 0.315 -0.217 -0.380 0.26
O -6.63607 -0.44101 -0.29255 -0.820 0.749 0.720 -0.50
H 2.32479 -3.91693 1.90693 -0.222 -0.492 0.170 0.17
H 3.83672 -4.13081 1.69627 -0.117 -0.108 0.141 0.27
O 3.05796 -3.69187 1.33899 0.567 0.198 -0.209 -0.52
H -1.58720 -0.69320 -0.79250 0.343 0.489 -0.675 -0.05
H -0.89877 0.11431 0.15981 0.324 0.556 -0.103 -0.58
O -0.84007 -0.05027 -0.79996 -0.394 -0.850 0.663 1.40
H -1.79088 -3.64794 0.02928 -0.162 -0.059 0.193 0.35
H -1.42937 -2.31423 0.74299 -0.698 -0.159 -0.123 -0.25
O -1.83839 -2.68763 -0.06682 1.284 0.439 -0.273 -0.30
H -3.78494 1.87439 2.13509 -0.009 -0.209 -0.237 0.24
H -4.41617 0.60551 2.86403 0.109 0.026 -0.541 0.31
O -4.05327 1.48658 2.96983 -0.707 0.517 0.329 -0.61
H 1.49588 -1.47446 4.70603 -0.168 -0.036 0.170 0.27
O 0.85302 -2.15367 4.99087 0.463 0.225 -1.174 -0.60
H 1.24418 4.11910 -0.45084 -0.506 -0.018 -0.655 0.25
O 1.35620 4.69733 0.29680 0.667 0.270 1.246 -0.48
H 3.16526 0.49953 0.56218 -0.239 -0.711 0.497 0.24
H 3.34829 1.59144 -0.32392 -0.402 0.384 -0.450 0.15
O 2.60933 1.09503 0.04960 0.697 0.033 0.300 -0.32
H 0.65386 0.30105 3.86885 -0.096 0.030 -0.342 0.05
H 1.83422 1.33232 3.61982 -0.287 -0.729 0.378 0.48
O 1.47783 0.62407 4.22407 0.522 0.062 0.405 -0.68
H 5.60310 0.96600 1.30300 0.180 -0.112 0.284 0.50
H 5.00248 2.26993 0.88652 0.191 0.499 0.174 0.27
O 5.79840 1.91085 1.29301 -0.236 0.046 -0.110 -0.68
H -1.12084 -4.17506 2.70496 0.569 -0.870 -0.356 0.21
H -2.02792 -4.12100 3.74425 -0.382 -0.708 0.792 0.37
O -1.50054 -4.82184 3.32960 -0.133 1.656 -0.468 -0.68
H -2.46345 4.26801 -1.93204 -0.249 -0.764 -0.541 0.38
O -3.16727 4.87891 -2.16622 0.431 1.786 0.553 -0.69
H 2.14381 0.41500 -2.49222 -0.650 0.005 -0.137 0.18
H 2.98753 1.50397 -2.22478 0.187 0.608 -0.174 -0.12
O 2.11734 1.37543 -2.60709 -0.289 -0.697 -0.370 -0.04
H 1.57600 -2.37950 2.65474 0.200 0.091 -0.090 -0.02
H 0.96394 -1.72172 1.35344 0.816 -0.204 0.570 -0.09
O 0.91177 -1.77408 2.32999 -0.866 0.560 -0.532 0.48
H 0.04458 1.04351 1.61947 0.150 -0.084 0.101 -0.06
H -0.89693 0.90425 2.82328 -0.214 -0.111 -0.021 0.07
O -0.88431 0.94796 1.86112 0.477 0.840 -0.262 0.08
H -0.06189 -6.07238 1.30980 -0.112 0.091 0.098 0.25
H -0.09745 -5.81095 -0.18914 -0.080 0.080 -0.295 0.25
O -0.12686 -5.36289 0.66058 0.126 0.074 0.315 -0.51
H -3.44683 -3.54956 1.18640 0.233 -0.004 0.534 0.33
H -3.68362 -5.02684 0.73273 0.142 -0.345 0.482 0.27
O -3.84288 -4.11019 0.52889 -0.952 -0.166 -0.790 -0.59
H -0.87649 -1.03394 -3.56061 -0.011 0.182 -0.115 0.29
H 0.13208 -0.58155 -2.52325 -0.338 0.506 0.024 0.02
O 0.02183 -0.68997 -3.47973 -0.229 -0.280 0.188 -0.73
H -3.22301 2.92905 -4.64663 -0.026 0.038 0.278 0.33
O -2.42146 3.41301 -4.86005 0.316 0.103 -0.687 -0.58
H 2.90154 -0.47415 -5.84270 0.976 -0.514 -0.518 0.31
H 2.79536 0.33965 -4.73617 0.844 0.361 0.810 0.29
O 3.52907 -0.13560 -5.18017 -1.961 0.290 -0.125 -0.60
H -3.65241 2.03997 -1.25913 0.149 -0.519 0.051 0.16
O -4.29433 2.57068 -1.72834 -0.866 -0.109 0.082 -0.56
H 3.26185 4.68272 2.25180 0.050 0.078 0.132 0.30
H 4.49350 4.00233 2.93342 -0.060 0.060 0.147 0.32
O 4.10734 4.25068 2.08999 0.070 -0.101 -0.530 -0.66
H 0.16070 5.22771 -2.33827 0.160 0.200 0.035 0.27
H -0.14411 3.88920 -2.93951 0.143 -0.058 0.004 0.34
O 0.59878 4.47275 -2.74573 -0.187 -0.001 0.112 -0.59
H 4.07094 2.52409 -4.21216 0.232 -0.232 -0.156 0.34
H 3.52888 3.38119 -3.13161 0.169 0.087 0.216 0.31
O 4.31050 2.84723 -3.33695 -0.166 0.314 -0.071 -0.70
H -0.19626 -0.74836 5.41102 -0.492 0.110 1.061 0.42
H -1.01630 -1.15890 6.62094 -0.003 -0.038 -0.040 0.27
O -0.70016 -0.37700 6.16213 0.339 0.256 0.006 -0.61
H -3.57668 -1.13184 -0.38099 -0.394 0.220 0.558 0.09
H -3.45976 -0.62793 -1.72049 -0.500 0.526 -0.368 0.22
O -3.60590 -0.27406 -0.83353 0.786 -0.752 -0.040 -0.33
H -2.09351 5.80676 -0.35803 -0.066 0.293 -0.609 0.28
H -1.72959 5.26284 0.95587 0.204 -0.205 0.255 0.32
O -1.32641 5.71971 0.21523 -0.320 0.009 0.103 -0.60
H 2.01431 -3.86201 -1.90570 0.271 -0.105 -0.515 0.38
H 1.80258 -4.52417 -0.59423 0.178 -0.178 0.306 0.36
O 1.99917 -4.74172 -1.50866 -0.238 -0.312 0.011 -0.74
H 2.18084 -2.62258 -4.40567 -0.973 0.524 -0.387 0.22
H 0.98279 -2.42173 -3.20764 -0.795 0.829 -1.541 0.35
O 1.83012 -2.69415 -3.52519 2.095 -1.442 1.857 -0.56
H -2.72862 0.96639 4.26866 0.086 -0.106 -0.437 0.31
H -3.55195 0.03208 5.01875 0.153 -0.428 0.224 0.26
O -2.74611 0.02395 4.48814 -0.404 -0.164 0.389 -0.52
H 1.32039 -1.56457 -0.94246 0.347 0.334 0.009 -0.13
H 0.54153 -2.57078 -0.21115 -0.467 -0.566 -0.134 0.23
O 1.45840 -2.31259 -0.34978 -0.455 0.691 -0.165 0.08
H -1.51363 1.59924 -1.93943 0.546 -0.251 -0.053 0.12
O -1.78304 2.21387 -2.63465 -0.058 0.281 0.416 -0.44
H 5.81709 -0.29949 -0.22156 -0.139 -0.026 -0.047 0.33
H 4.92615 -1.43650 0.21022 -0.119 -0.067 0.191 0.20
O 5.31834 -0.62404 0.54248 0.084 -0.230 -0.255 -0.69
H -2.50975 4.30635 -4.52202 -0.118 0.057 -0.008 0.29
H 1.33494 -2.70849 5.58442 0.373 -0.519 0.777 0.25
H -4.55697 3.23270 -1.08327 -0.066 0.109 -0.059 0.30
H 0.58942 5.27244 0.42001 -0.063 -0.375 -0.636 0.26
H -3.64853 4.55215 -2.92377 0.035 -0.602 0.198 0.27
H -1.06067 2.32431 -3.25860 -0.003 -0.613 -0.091 0.24
O 4.92745 -3.50549 -1.93346 0.160 -0.180 0.254 -0.61
H 4.61621 -4.35422 -1.59644 -0.102 -0.163 -0.295 0.34
H 4.50286 -2.90688 -1.31844 -0.228 0.344 -0.050 0.23
O -1.78051 -1.46448 2.28008 0.201 -1.024 -0.833 -0.13
H -0.87908 -1.42474 2.62409 0.106 -0.098 0.385 0.08
H -2.40275 -1.30595 2.97793 -0.349 0.558 0.908 0.14
O -1.46028 -4.83593 -2.04595 -0.653 -2.432 -0.550 -0.68
H -0.58653 -5.08520 -2.35922 0.252 0.887 0.134 0.34
H -1.57754 -3.96588 -1.73049 0.599 1.575 0.135 0.17
O 4.56008 0.05873 -2.28270 0.187 -0.386 1.231 -0.53
H 4.85424 0.93813 -2.54624 -0.027 -0.179 -0.809 0.28
H 4.27378 -0.49826 -3.01329 0.310 0.429 -0.535 0.19
O 2.10465 2.43748 2.52000 0.127 0.189 0.738 -0.68
H 2.83079 2.72086 1.95064 -0.017 0.132 -0.131 0.41
H 1.31573 2.37341 1.99617 -0.150 0.391 -0.730 0.22
O -5.56795 -1.24816 -2.45407 -0.116 -0.463 -0.808 -0.56
H -5.97472 -0.43961 -2.76438 0.249 0.355 -0.365 0.27
H -6.32292 -1.82925 -2.32070 0.147 -0.327 0.088 0.30
O -2.56173 3.43823 2.19296 0.123 0.481 -0.361 -0.53
H -2.83118 4.34323 2.38184 0.028 -0.100 0.275 0.22
H -1.59965 3.42021 2.14111 -0.010 -0.092 0.027 0.27
```
Positions in Å, forces in eV/Å.

Results
Orbital gap in eV: 9.70
Calculated total energy in Ha: -3057.4677
Relative energy (zero: lowest compared OMol25 entry of this formula, charge and spin) in kcal/mol: 181.8